1.
FeH12O6 | ωB97M-V/def2-TZVPD

The geometry in XYZ format:
```
19
Properties=species:S:1:pos:R:3:forces:R:3
Fe -0.05298 0.01319 0.10308 -1.2 4.5 4.0
O -0.02703 -0.04719 1.70453 -1.5 -1.7 14.7
H 0.30421 0.39777 2.48461 0.6 0.5 1.2
H -0.88128 -0.38935 1.96795 -0.3 -0.5 1.5
O -0.33048 -1.52009 -0.07107 -2.5 -17.6 -1.4
H -0.41984 -2.28530 0.49701 -0.2 -1.4 0.6
H -0.57918 -1.83579 -0.93982 -0.3 -1.4 -0.6
O -1.58191 0.19949 -0.12313 -17.7 3.3 -1.9
H -2.26065 -0.02081 0.51484 -1.4 -0.2 0.3
H -2.04960 0.65379 -0.82392 -1.1 0.8 -0.8
O 0.16785 0.10614 -1.47669 0.0 1.1 -16.4
H 0.42076 0.81654 -2.06626 0.4 0.8 -1.2
H -0.34328 -0.48975 -2.02432 -0.3 -0.2 -1.7
O 0.46591 1.52745 0.25873 4.3 14.8 0.8
H 0.38107 2.36969 0.70557 -0.2 1.3 0.6
H 1.35458 1.53289 -0.09690 0.2 1.8 -0.2
O 1.49947 -0.27167 0.02036 18.2 -4.8 0.6
H 2.21919 0.32341 -0.18960 1.8 -0.3 0.0
H 1.71320 -1.08039 -0.44498 1.0 -0.8 -0.1
```
Forces are in eV/Å.

The value obtained for the energy relative to the best compared isomer or geometry (same formula, charge and spin) is 22.201 eV. Its total charge is +2. The LUMO energy (alpha / beta) comes out at -7.8 / -8.0 eV. As for the spin multiplicity: 5. Its HOMO-LUMO gap (alpha / beta) is 5.805 / 8.302 eV. Its total energy is -1721.016544 hartree.

=====

2.
C4H3ClN2S | ωB97M-V/def2-TZVPD

The geometry in XYZ format:
```
11
Properties=species:S:1:pos:R:3:forces:R:3
Cl -2.86739 -0.50415 -1.76695 -0.6 0.1 -0.3
C -1.25999 -0.62148 -1.27502 0.9 0.6 0.3
N -0.69399 -1.71916 -0.93695 -0.9 -0.4 -0.2
C 0.59086 -1.52017 -0.56208 0.6 0.4 0.1
C 1.02300 -0.23608 -0.61441 -0.1 0.2 0.0
S -0.23975 0.80326 -1.15814 -0.3 -0.8 0.0
H 1.17104 -2.37005 -0.25302 0.2 -0.1 0.1
H 1.98804 0.16167 -0.37439 0.2 0.0 0.1
C -2.96914 1.36780 1.39946 0.1 0.5 -0.1
N -3.01402 0.26285 1.66796 -0.1 -0.8 0.2
H -2.90797 2.39225 1.13909 0.0 0.3 -0.1
```
Forces are in eV/Å.

The value obtained for the energy relative to the best compared isomer or geometry (same formula, charge and spin) is 0.735 eV. The structure (SMILES) is Clc1nccs1.C#N. The LUMO energy comes out at 0.5 eV. Its HOMO-LUMO gap is 9.726 eV. Its total energy is -1122.079427 hartree.

=====

3.
C5H13NO2 | ωB97M-V/def2-TZVPD

The geometry in XYZ format:
```
21
Properties=species:S:1:pos:R:3:forces:R:3
C 0.93131 -3.15657 0.86951 -0.5 0.1 0.6
C 1.60995 -2.04864 0.63968 1.0 -0.5 0.4
C 2.25167 -1.59722 -0.62050 0.3 0.9 -0.4
N 1.54013 -0.45868 -1.23353 0.8 -1.2 -0.6
C 0.64231 -0.72998 -2.24875 -1.0 0.0 0.4
C -0.47377 -0.04412 -2.45970 -1.0 1.3 -0.1
H 0.61399 -3.29920 1.89580 -0.1 -0.3 -0.1
H 0.61179 -3.90217 0.15676 0.1 0.1 -0.3
H 1.95325 -1.50676 1.52030 -0.5 0.3 0.0
H 3.25630 -1.23285 -0.38961 0.1 -0.2 0.1
H 2.39198 -2.40168 -1.34042 -0.3 0.0 -0.1
H 1.25422 0.21713 -0.55409 -0.3 0.3 0.1
H 0.80620 -1.61258 -2.85568 0.5 0.1 0.0
H -0.81022 0.81129 -1.86878 0.6 -0.2 0.3
H -1.17016 -0.12936 -3.27874 0.3 -0.8 -0.4
O -2.72484 6.23045 1.26111 -0.2 -0.3 0.3
H -3.64387 6.46695 1.09733 0.2 0.1 -0.1
H -2.18596 6.78805 0.70100 0.0 0.2 -0.2
O -2.13676 -0.24740 2.70440 -1.1 -0.9 0.2
H -1.39080 0.33158 2.58247 -0.2 0.7 0.0
H -2.99785 0.20681 2.80496 1.3 0.1 -0.2
```
Forces are in eV/Å.

The value obtained for the energy relative to the best compared isomer or geometry (same formula, charge and spin) is 3.016 eV. The structure (SMILES) is C=CCNC=C.O.O. The LUMO energy comes out at 0.7 eV. Its HOMO-LUMO gap is 8.611 eV. Its total energy is -403.465760 hartree.

=====

4.
C6H11ClN3PmTl | ωB97M-V/def2-TZVPD

The geometry in XYZ format:
```
23
Properties=species:S:1:pos:R:3:forces:R:3
Tl 1.56863 -0.95597 -3.02220 -0.1 0.5 0.3
Cl 2.56962 -2.84057 -1.88946 0.1 -0.1 0.1
C 2.40536 1.00659 -2.91730 1.2 0.2 0.0
C -0.37086 -1.08441 -3.86007 -0.6 -0.9 -0.5
H 2.29184 1.44724 -3.91947 0.1 0.0 0.4
H 1.83953 1.57402 -2.16846 0.1 -0.1 -0.2
H 3.46817 0.89812 -2.64644 -0.4 0.5 -0.1
H -0.36336 -0.46234 -4.76500 -0.2 -0.2 0.3
H -1.08412 -0.70444 -3.11683 0.2 -0.1 -0.3
H -0.54491 -2.14291 -4.09211 -0.4 0.4 -0.1
Pm -0.40954 0.12690 0.81970 -0.4 0.2 -1.0
C -2.23608 -1.25021 1.48169 -0.4 0.0 0.3
C -1.22002 1.96677 -0.03859 0.4 -0.2 -0.6
H -3.22191 -0.94275 1.11353 0.0 -0.2 0.1
H -1.98062 -2.23375 1.06516 -0.2 -0.2 0.1
H -2.26404 -1.32657 2.58736 -0.1 -0.1 -0.4
H -2.19278 2.01382 -0.57721 0.3 0.2 0.3
H -0.68664 2.94146 -0.05056 -0.4 -0.2 0.0
N 0.48780 0.38532 2.88559 0.9 0.2 3.0
C 0.67067 0.32446 4.06243 -0.3 0.1 -2.1
N 1.02220 0.19811 5.26309 0.4 -0.2 0.1
C 0.36609 0.43919 6.36477 -0.9 0.4 1.8
N -0.11500 0.62192 7.42040 0.7 -0.3 -1.6
```
Forces are in eV/Å.

The value obtained for the energy relative to the best compared isomer or geometry (same formula, charge and spin) is 2.239 eV. Its total charge is -1. The LUMO energy (alpha / beta) comes out at 1.5 / 1.5 eV. As for the spin multiplicity: 5. Its HOMO-LUMO gap (alpha / beta) is 4.142 / 4.294 eV. Its total energy is -1640.367994 hartree.

=====

5.
C4H3Cl3N4 | ωB97M-V/def2-TZVPD

The geometry in XYZ format:
```
14
Properties=species:S:1:pos:R:3:forces:R:3
C -0.77541 0.27130 -1.84109 -1.5 1.6 0.1
C -1.74157 1.76462 -0.64430 -1.2 2.7 2.8
C 0.64711 -1.04552 0.73736 -0.3 5.2 -0.4
C 1.63140 -1.20845 1.71782 2.1 -1.9 0.8
N -1.79432 0.74819 -2.52225 1.1 -1.4 0.7
N -2.44764 1.63535 -1.68054 -0.3 -0.2 -2.0
N 0.25038 0.93067 0.28234 1.9 -4.1 2.2
N -0.68090 0.89167 -0.60337 -1.7 0.9 -1.3
Cl 2.51094 0.14522 2.25289 0.1 0.9 0.2
Cl 3.04424 -2.45150 1.01321 -1.1 0.8 0.0
Cl 1.02062 -2.16711 3.09946 -0.3 0.2 -0.1
H 0.07809 -0.26335 -2.06219 1.1 -1.6 -1.3
H -2.05811 2.59296 0.06883 1.1 -1.7 -0.4
H 0.31516 -1.84404 0.18183 -1.2 -1.4 -1.5
```
Forces are in eV/Å.

The value obtained for the energy relative to the best compared isomer or geometry (same formula, charge and spin) is 4.749 eV. The LUMO energy (alpha / beta) comes out at -2.0 / -1.9 eV. Its HOMO-LUMO gap (alpha / beta) is 7.920 / 8.259 eV. Its total energy is -1753.538810 hartree.

=====

6.
C4H8O2 | ωB97M-V/def2-TZVPD

The geometry in XYZ format:
```
14
Properties=species:S:1:pos:R:3:forces:R:3
C 1.44756 0.51697 -1.22852 0.7 0.2 -2.1
C 0.09267 0.25139 -0.40430 1.8 -0.5 -1.1
C 0.00278 -1.14348 0.14623 -0.4 -0.4 1.9
C -1.46749 0.33954 1.42514 1.0 -1.4 0.7
H 1.28326 0.12591 -2.49626 0.6 0.4 4.2
H 2.60585 0.16352 -0.73756 -3.9 1.0 -1.5
H 1.42754 1.61969 -1.49885 0.6 -1.1 0.9
H -0.76028 0.37201 -1.13016 0.7 0.2 0.7
H -0.04049 -1.99151 -0.57653 -0.1 0.8 0.5
H 0.82636 -1.35178 0.97400 -1.6 0.5 -1.7
H -2.67922 0.77582 1.17773 4.2 -1.0 0.3
H -1.33794 0.31097 2.78647 -0.1 0.1 -4.6
O -1.33085 -1.03551 0.78198 0.1 2.1 1.5
O -0.06976 1.04646 0.78064 -3.6 -1.0 0.5
```
Forces are in eV/Å.

The value obtained for the energy relative to the best compared isomer or geometry (same formula, charge and spin) is 5.886 eV. The LUMO energy comes out at 1.0 eV. Its HOMO-LUMO gap is 11.003 eV. Its total energy is -307.496129 hartree.

=====

Which value of energy relative to the best compared isomer or geometry (same formula, charge and spin) does entry 1 give? 22.201 eV

=====

Please write out number 5 again, unchanged.
C4H3Cl3N4 | ωB97M-V/def2-TZVPD

The geometry in XYZ format:
```
14
Properties=species:S:1:pos:R:3:forces:R:3
C -0.77541 0.27130 -1.84109 -1.5 1.6 0.1
C -1.74157 1.76462 -0.64430 -1.2 2.7 2.8
C 0.64711 -1.04552 0.73736 -0.3 5.2 -0.4
C 1.63140 -1.20845 1.71782 2.1 -1.9 0.8
N -1.79432 0.74819 -2.52225 1.1 -1.4 0.7
N -2.44764 1.63535 -1.68054 -0.3 -0.2 -2.0
N 0.25038 0.93067 0.28234 1.9 -4.1 2.2
N -0.68090 0.89167 -0.60337 -1.7 0.9 -1.3
Cl 2.51094 0.14522 2.25289 0.1 0.9 0.2
Cl 3.04424 -2.45150 1.01321 -1.1 0.8 0.0
Cl 1.02062 -2.16711 3.09946 -0.3 0.2 -0.1
H 0.07809 -0.26335 -2.06219 1.1 -1.6 -1.3
H -2.05811 2.59296 0.06883 1.1 -1.7 -0.4
H 0.31516 -1.84404 0.18183 -1.2 -1.4 -1.5
```
Forces are in eV/Å.

The value obtained for the energy relative to the best compared isomer or geometry (same formula, charge and spin) is 4.749 eV. The LUMO energy (alpha / beta) comes out at -2.0 / -1.9 eV. Its HOMO-LUMO gap (alpha / beta) is 7.920 / 8.259 eV. Its total energy is -1753.538810 hartree.

=====

Look up the energy relative to the best compared isomer or geometry (same formula, charge and spin) of the third one. 3.016 eV